[1]
Here is a cluster of 2 separate species, CH4N2O3 in total at a distorted geometry from the Open Molecules 2025 dataset. Energies are from ωB97M-V with the def2-TZVPD basis set.

Values from the calculation:
Frontier orbital gap (spin up / spin down) (eV): 7.00 / 9.12
ΔE to the lowest compared entry with this formula, charge and spin (kcal/mol): 103.3
E_LUMO (spin up / spin down) (Eh): -0.064 / -0.014
HOMO level (spin up / spin down) (eV): -8.75 / -9.50

The geometry in ORCA input format:
```
! wB97M-V def2-TZVPD RIJCOSX def2/J DEFGRID3
* xyz 0 1
N 0.77780 -0.42025 -0.22210
N -0.99724 -0.33991 1.15675
C 0.03316 -0.03109 -1.24407
O 2.14552 -0.09420 -0.36866
O -1.48863 0.85905 1.44413
O -1.19660 0.12718 -1.11958
H 2.60612 -0.90043 -0.10355
H -2.34017 0.90470 0.97330
H -0.09700 -0.35500 1.65211
H 0.55702 0.24993 -2.16835
*
```

[2]
Here is a cluster of 12 separate species, C45H111N3O21 in total at a distorted geometry from the Open Molecules 2025 dataset. Energies are from ωB97M-V with the def2-TZVPD basis set.

Values from the calculation:
Frontier orbital gap (eV): 9.13
ΔE to the lowest compared entry with this formula, charge and spin (kcal/mol): 156.4
E_LUMO (Eh): 0.005
HOMO level (eV): -8.99

The geometry in ORCA input format:
```
! wB97M-V def2-TZVPD RIJCOSX def2/J DEFGRID3
* xyz 0 1
C 18.31846 -28.12453 2.87892
N 18.98524 -28.38381 1.58082
C 20.14184 -27.78102 1.29499
C 20.94779 -28.34182 0.13354
O 20.63942 -26.92433 2.01850
H 18.67510 -28.94627 3.49298
H 17.24215 -28.12627 2.71990
H 18.56215 -27.12628 3.22005
H 18.65730 -29.08578 0.94158
H 20.43657 -28.27739 -0.82816
H 21.32617 -29.34415 0.33544
H 21.85921 -27.76280 -0.01659
C 23.23516 -26.24839 4.44104
N 21.77795 -26.08043 4.43913
C 21.13788 -25.52558 5.51149
C 19.61000 -25.65338 5.44516
O 21.71490 -24.86180 6.35453
H 23.49188 -27.24058 4.82879
H 23.59927 -25.57635 5.21711
H 23.63933 -26.14782 3.44058
H 21.31082 -26.35973 3.57550
H 19.06284 -25.00698 6.12338
H 19.34080 -26.70422 5.54675
H 19.39764 -25.29951 4.43033
C 14.54914 -25.40039 3.18096
N 14.13188 -24.00277 3.06972
C 13.05754 -23.40655 3.63546
C 12.52496 -22.13520 2.91553
O 12.42463 -23.81971 4.58369
H 14.32459 -25.92851 2.25557
H 14.03539 -25.93544 3.97943
H 15.60685 -25.39680 3.44323
H 14.77694 -23.45490 2.52801
H 12.97759 -21.98480 1.93245
H 12.78622 -21.25527 3.50073
H 11.45929 -22.27593 2.76769
C 21.70870 -29.69208 11.89337
O 20.33924 -29.46559 11.98373
C 19.74960 -29.30579 10.69636
C 19.66620 -27.81753 10.30767
O 18.32063 -27.39254 10.50923
C 18.13782 -26.03714 10.20951
H 22.23512 -28.83742 11.44488
H 22.07879 -30.57192 11.34048
H 22.18501 -29.91315 12.85420
H 18.79749 -29.82362 10.79173
H 20.30633 -29.74812 9.86430
H 19.94262 -27.63668 9.26822
H 20.30026 -27.20392 10.95705
H 17.10138 -25.71309 10.28786
H 18.44688 -25.86010 9.16926
H 18.72807 -25.35377 10.83031
C 16.30793 -31.42452 10.20622
O 16.05888 -31.31338 11.58777
C 16.42912 -30.08958 12.20503
C 16.32418 -30.24000 13.69981
O 15.00977 -29.91997 14.12530
C 14.91649 -29.74812 15.52774
H 16.19641 -32.49520 10.02750
H 17.33174 -31.12465 9.96474
H 15.56899 -30.93290 9.56493
H 15.63151 -29.38561 11.92835
H 17.38437 -29.69691 11.84755
H 17.06618 -29.57852 14.16728
H 16.54040 -31.25110 14.06131
H 13.87516 -29.94742 15.78900
H 15.08140 -28.69284 15.75925
H 15.53469 -30.44691 16.09253
C 7.46138 -27.68525 14.15386
O 7.67393 -27.82727 12.76115
C 9.03616 -27.76279 12.40827
C 9.17241 -27.80428 10.88179
O 10.32476 -28.55920 10.51847
C 10.28418 -28.91012 9.15617
H 7.74946 -28.60548 14.66992
H 6.39236 -27.51895 14.28250
H 7.98693 -26.78636 14.49079
H 9.49824 -28.66987 12.81663
H 9.50544 -26.84888 12.78819
H 9.22486 -26.77168 10.52697
H 8.26293 -28.24636 10.46913
H 11.26028 -29.34790 8.93909
H 10.23254 -28.05551 8.46644
H 9.45457 -29.56840 8.88207
C 14.18176 -28.25436 8.74380
O 14.74401 -27.92465 7.49014
C 15.72224 -26.88374 7.61063
C 16.52942 -26.60904 6.36445
O 17.31825 -27.68163 5.89782
C 18.12941 -28.30221 6.87275
H 13.67955 -27.39975 9.21845
H 15.02386 -28.50765 9.39917
H 13.45817 -29.06114 8.67312
H 16.34743 -26.99226 8.49700
H 15.01669 -26.04342 7.67712
H 17.18526 -25.76718 6.63053
H 15.93493 -26.18209 5.55996
H 17.45937 -28.80863 7.57515
H 18.75851 -27.61089 7.44171
H 18.75903 -29.05216 6.40212
C 9.34306 -28.69792 4.67910
O 10.72748 -28.92349 4.90720
C 11.57972 -27.97292 4.29963
C 12.03645 -26.94807 5.31241
O 11.03567 -26.41458 6.16466
C 11.55042 -25.74707 7.27022
H 9.13497 -27.62970 4.64381
H 8.80577 -29.15539 5.50971
H 8.99870 -29.22295 3.78341
H 11.07437 -27.41900 3.50056
H 12.46197 -28.46475 3.88425
H 12.40447 -26.07224 4.74866
H 12.88960 -27.21459 5.95068
H 12.13522 -26.43906 7.88798
H 10.81186 -25.24386 7.89420
H 12.20369 -24.89884 7.01793
C 11.86967 -25.10870 10.96101
O 11.14672 -24.00646 10.42543
C 10.05024 -23.47774 11.13132
C 10.53480 -22.33263 12.05579
O 9.45028 -21.61461 12.58512
C 9.79391 -20.47291 13.29774
H 11.24813 -25.99893 10.83376
H 12.20462 -24.95462 11.98629
H 12.66331 -25.18014 10.21814
H 9.68206 -24.26354 11.79758
H 9.31202 -23.10440 10.42692
H 11.22516 -21.66884 11.52708
H 11.05662 -22.80835 12.89733
H 8.95404 -19.79979 13.49228
H 10.38109 -19.72766 12.73449
H 10.31324 -20.74076 14.22077
C 15.38259 -23.12042 6.43186
O 15.74698 -21.84728 5.97009
C 16.90773 -21.96714 5.12599
C 17.40958 -20.61725 4.60258
O 17.74200 -19.72831 5.65849
C 16.63898 -19.08654 6.27268
H 14.41718 -23.02671 6.93053
H 16.13947 -23.53445 7.10898
H 15.18367 -23.89338 5.67628
H 16.53418 -22.59699 4.30940
H 17.70296 -22.43181 5.71500
H 16.70349 -20.16341 3.90252
H 18.37777 -20.81188 4.14096
H 16.08675 -19.79699 6.87534
H 15.99850 -18.57008 5.54074
H 16.97279 -18.19165 6.80420
C 16.06541 -31.08049 5.59942
O 15.95825 -32.46233 5.32795
C 14.62081 -32.91381 5.45395
C 13.98225 -32.80636 6.86228
O 13.80739 -31.42737 7.13117
C 12.85071 -30.71250 6.38361
H 15.34849 -30.52792 4.97446
H 17.03332 -30.73432 5.23884
H 15.85008 -30.78928 6.62655
H 14.68858 -33.99176 5.26733
H 14.06515 -32.49434 4.60967
H 14.75608 -33.22567 7.50079
H 13.03154 -33.34203 6.81368
H 11.86217 -31.16969 6.26256
H 13.19120 -30.59580 5.35063
H 12.71985 -29.75836 6.88356
C 23.89240 -24.13722 10.02714
O 24.04627 -25.20346 9.10991
C 22.80354 -25.80014 8.78509
C 23.01707 -27.08007 8.00817
O 21.79546 -27.77740 7.90359
C 21.84410 -28.81032 6.94758
H 23.50548 -23.27428 9.47174
H 24.90824 -23.80794 10.24938
H 23.32291 -24.32222 10.93583
H 22.25594 -25.07230 8.17866
H 22.26059 -26.05074 9.70491
H 23.85271 -27.70448 8.34252
H 23.31822 -26.79138 6.99031
H 22.53102 -29.56395 7.34842
H 22.16382 -28.49084 5.95109
H 20.89904 -29.32507 6.78343
*
```

[3]
Here is an isolated molecule of C2H8OP2 at a distorted geometry from the Open Molecules 2025 dataset. Energies are from ωB97M-V with the def2-TZVPD basis set.

Values from the calculation:
Frontier orbital gap (eV): 6.94
ΔE to the lowest compared entry with this formula, charge and spin (kcal/mol): 45.9
E_LUMO (Eh): 0.004
HOMO level (eV): -6.84

The geometry in ORCA input format:
```
! wB97M-V def2-TZVPD RIJCOSX def2/J DEFGRID3
* xyz 0 1
C 2.28064 0.13835 -0.09140
C 0.90611 0.63075 0.10815
P -0.35908 -0.46177 -0.11845
P -2.62058 -0.42764 -0.10497
O -3.13472 1.13348 -0.00250
H 2.41559 -0.62162 -0.84823
H 2.55070 -0.61917 0.74775
H 3.05083 0.91037 -0.29042
H 0.90477 1.30801 0.97557
H -0.12795 -1.00115 -1.37926
H -0.25477 -1.68459 0.51993
H -2.41665 -0.79429 1.29493
H -3.19490 1.48928 -0.81110
*
```

[4]
Here is a structure of composition C16H44CuN4O8S at a distorted geometry from the Open Molecules 2025 dataset. Energies are from ωB97M-V with the def2-TZVPD basis set.

Values from the calculation:
Frontier orbital gap (eV): 7.25
ΔE to the lowest compared entry with this formula, charge and spin (kcal/mol): 16.2
E_LUMO (Eh): 0.101
HOMO level (eV): -4.49

The geometry in ORCA input format:
```
! wB97M-V def2-TZVPD RIJCOSX def2/J DEFGRID3
* xyz -1 1
Cu 0.41661 -0.61178 -0.58495
S -1.93583 -1.27355 0.64601
O -0.59942 -1.99740 0.59869
O -2.58545 -1.44375 1.96493
O -1.58005 0.16575 0.38919
O -2.79659 -1.77657 -0.46619
C -1.33168 3.07374 -3.78904
C -1.36701 2.19883 -2.54154
C -1.85928 2.87362 -1.25867
O -0.87155 3.66695 -0.62486
C -1.41585 4.17875 0.57727
N -2.10459 0.96792 -2.64815
H -0.70827 3.93984 -3.59889
H -2.35550 3.47480 -4.14987
H -0.88482 2.44445 -4.55892
H -0.35210 1.93025 -2.23331
H -2.20599 2.07034 -0.62086
H -2.67671 3.60470 -1.45264
H -0.71181 4.96499 0.95880
H -1.63486 3.43869 1.34253
H -2.32239 4.72484 0.42388
H -2.27358 0.46101 -1.76292
H -2.97409 1.08927 -3.17132
C -0.14607 1.62476 3.53290
C 0.05769 0.18371 4.09941
C -1.05644 -0.29764 4.94553
O -0.82108 0.16946 6.32881
C -1.22938 -0.65698 7.40182
N 0.62278 -0.76898 3.12274
H -0.97269 1.63390 2.82043
H 0.79657 1.89363 3.04636
H -0.46426 2.36320 4.25915
H 0.79955 0.30705 4.87202
H -1.18767 -1.34798 4.89090
H -2.07078 0.10813 4.65003
H -1.11891 -0.12197 8.33967
H -0.78182 -1.68353 7.44308
H -2.33356 -0.89734 7.32833
H 1.14933 -1.44395 3.66370
H -0.06952 -1.26490 2.59266
C 1.21111 -3.19678 -3.29325
C -0.16299 -2.97422 -2.68312
C -0.24210 -3.89224 -1.46533
O -0.08709 -5.20531 -2.06411
C -0.06165 -6.13149 -1.02604
N -0.36605 -1.56556 -2.29524
H 1.41846 -2.54052 -4.17123
H 1.39196 -4.24769 -3.59126
H 1.93389 -3.01346 -2.46919
H -0.99104 -3.36423 -3.26639
H -1.15293 -3.80061 -0.92742
H 0.67547 -3.81051 -0.89838
H -0.14004 -7.19572 -1.34472
H -0.89145 -5.97924 -0.32178
H 0.90012 -6.06864 -0.40854
H -0.30789 -0.94190 -3.09778
H -1.32000 -1.47457 -1.93934
C 3.37403 -0.61588 -0.79485
C 2.91866 0.79609 -0.51106
C 2.67247 1.52380 -1.81727
O 2.79063 2.88104 -1.52442
C 2.23327 3.66544 -2.53901
N 1.64661 0.71372 0.19545
H 4.40630 -0.60037 -1.17643
H 2.81153 -1.11102 -1.58362
H 3.30140 -1.29610 0.07397
H 3.77289 1.36562 0.00125
H 1.64536 1.19922 -2.21195
H 3.38764 1.30081 -2.66679
H 2.32101 3.08552 -3.42494
H 2.80140 4.55834 -2.67814
H 1.18716 3.85229 -2.25476
H 1.18447 1.62459 0.24767
H 1.69448 0.49337 1.15132
*
```

[5]
Here is a cluster of 4 separate species, C8H13Cl2N3O4 in total at a distorted geometry from the Open Molecules 2025 dataset. Energies are from ωB97M-V with the def2-TZVPD basis set.

Values from the calculation:
Frontier orbital gap (spin up / spin down) (eV): 8.43 / 4.55
E_LUMO (spin up / spin down) (Eh): -0.180 / -0.323
HOMO level (spin up / spin down) (eV): -13.33 / -13.33
⟨S²⟩: 0.761

The geometry in ORCA input format:
```
! wB97M-V def2-TZVPD RIJCOSX def2/J DEFGRID3
* xyz 1 2
N 0.28579 -1.25325 4.50350
C 1.31564 -0.39485 4.60474
C 1.71919 0.31721 3.46689
C 1.07916 0.28349 2.22596
C 0.10706 -0.70806 2.14746
C -0.30082 -1.43088 3.25957
H 1.87200 -0.23161 5.51590
H 2.52909 1.01625 3.61455
H 1.40891 0.84536 1.36459
H -0.24800 -0.83614 1.13556
H -1.00677 -2.24617 3.20171
C 2.05867 3.22784 -2.57948
N 1.62285 2.44661 -1.44526
O 0.62755 1.68532 -1.61366
O 2.19737 2.67887 -0.36237
H 1.27095 3.46107 -3.29585
H 2.85280 2.73156 -3.13730
H 2.55180 4.03583 -2.03904
C -1.78512 -2.52842 -2.81255
N -1.08675 -3.16649 -1.65595
O -1.79382 -3.32982 -0.67869
O 0.05756 -3.54940 -1.80413
H -0.97127 -2.57928 -3.53584
H -1.98572 -1.47221 -2.63286
H -2.57728 -3.18584 -3.17087
C -2.25994 0.80069 -0.97451
Cl -3.48385 -0.39110 -0.51233
Cl -2.63745 2.43963 -0.36614
H -1.40138 0.47351 -0.38806
H -2.01808 0.86026 -2.03567
*
```

[6]
Here is a cluster of 7 separate species, C27H71N9O7 in total at a distorted geometry from the Open Molecules 2025 dataset. Energies are from ωB97M-V with the def2-TZVPD basis set.

Values from the calculation:
Frontier orbital gap (eV): 8.69
E_LUMO (Eh): 0.019
HOMO level (eV): -8.17

The geometry in ORCA input format:
```
! wB97M-V def2-TZVPD RIJCOSX def2/J DEFGRID3
* xyz 0 1
C -5.75290 -13.52464 18.23830
C -6.30796 -14.89113 18.64593
C -5.24807 -15.97785 18.33988
C -6.69627 -14.82533 20.09674
C -7.64453 -15.93939 20.50451
C -8.94341 -15.80284 19.75605
C -8.72784 -15.83143 18.24159
C -8.70561 -17.31305 17.78566
C -9.90664 -15.12636 17.60235
N -7.53287 -15.07204 17.82965
O -7.22282 -15.30815 16.47084
H -6.54455 -12.77428 18.29595
H -4.93488 -13.18498 18.87993
H -5.41345 -13.46323 17.20025
H -4.39961 -15.78999 19.00195
H -5.62568 -16.97208 18.61004
H -4.98768 -15.96957 17.28773
H -5.77650 -14.83689 20.70002
H -7.14720 -13.85788 20.35178
H -7.25408 -16.91768 20.18818
H -7.73473 -16.04218 21.58075
H -9.54387 -14.95120 20.06452
H -9.46685 -16.73106 20.00807
H -9.68773 -17.75703 17.94567
H -7.99629 -17.86922 18.40460
H -8.48476 -17.40272 16.72437
H -9.79124 -14.95108 16.52613
H -10.09133 -14.13325 18.02055
H -10.83732 -15.70264 17.68787
H -6.91585 -16.22999 16.40874
C -3.01556 -17.32391 23.70713
O -3.46938 -18.64799 23.58785
C -2.72060 -19.38577 22.63319
C -3.29373 -20.78014 22.53496
C -2.75918 -21.62585 23.73050
N -2.96360 -21.37786 21.22548
H -2.91591 -16.85685 22.72303
H -2.06347 -17.32163 24.25771
H -3.72109 -16.74865 24.29558
H -2.76856 -18.95535 21.60519
H -1.64201 -19.33996 22.87898
H -4.37531 -20.76685 22.67231
H -3.08162 -21.14825 24.66321
H -1.66496 -21.66048 23.73752
H -3.11714 -22.65914 23.75620
H -3.46745 -22.25867 21.15218
H -1.98331 -21.65841 21.23067
C 2.16374 -13.11242 16.22967
O 1.36719 -14.07728 16.87828
C -0.01079 -13.87834 16.65957
C -0.80531 -14.42839 17.82924
C -2.27387 -14.10452 17.51293
N -0.44025 -13.66696 19.09492
H 3.19492 -13.44433 16.25678
H 2.04233 -12.12744 16.69948
H 1.86736 -13.00745 15.17473
H -0.20349 -12.79900 16.56787
H -0.33052 -14.36081 15.72136
H -0.65291 -15.46714 18.12095
H -2.90997 -14.01813 18.37894
H -2.63989 -14.75014 16.71394
H -2.28227 -13.11116 17.03808
H -0.45490 -12.68688 18.75424
H 0.57742 -13.66569 19.25410
C 0.12929 -17.81222 21.11937
O 1.11348 -18.54180 20.48514
C 1.28466 -18.12774 19.17346
C 2.35725 -18.95880 18.54483
C 1.88086 -20.42717 18.40579
N 3.59795 -18.96899 19.33410
H 0.48235 -16.81709 21.44022
H -0.30505 -18.31383 21.98151
H -0.70619 -17.61358 20.42064
H 0.35133 -18.24925 18.60759
H 1.56392 -17.05951 19.18893
H 2.57622 -18.62796 17.51752
H 2.64407 -21.01543 17.90026
H 0.99648 -20.43411 17.76029
H 1.60798 -20.80708 19.38480
H 4.30032 -19.48819 18.82114
H 3.97288 -18.04398 19.51014
C -5.88860 -8.83140 26.18833
O -6.12453 -10.22156 26.09430
C -5.35278 -10.85776 25.10758
C -6.21122 -11.80039 24.26512
C -6.52825 -13.05240 24.94691
N -5.60078 -12.11944 22.96035
H -6.35494 -8.47352 27.10613
H -6.33593 -8.29623 25.34138
H -4.81819 -8.60471 26.25429
H -4.87375 -10.13691 24.42886
H -4.53100 -11.43935 25.55727
H -7.13941 -11.25290 24.06086
H -7.17815 -12.92388 25.81189
H -5.66971 -13.68326 25.18755
H -7.11464 -13.65840 24.23950
H -5.22225 -11.25691 22.57307
H -4.81157 -12.74531 23.14185
N -2.47584 -13.35424 21.44751
C -2.25271 -13.91650 22.70303
N -1.13927 -14.72562 22.79681
O -3.02124 -13.85266 23.66511
H -1.84988 -13.65060 20.70696
H -3.30526 -12.81503 21.29797
H -0.53113 -14.87856 22.01864
H -1.02995 -15.23459 23.66105
N -1.00013 -16.08649 27.80704
C -1.28287 -15.44120 26.60942
N -2.64142 -15.35221 26.29083
O -0.38036 -15.07434 25.84128
H -0.04986 -16.09223 28.11124
H -1.70456 -16.60902 28.28156
H -2.96137 -14.87886 25.45548
H -3.31101 -15.38696 27.03899
*
```